(1)
ORCA calculation (ωB97M-V with the def2-TZVPD basis set) on a structure of composition C32H44GeN7O6PS2Ti.

* LUMO energy (spin up / spin down): 4.27 / 4.27 eV
* HOMO-LUMO gap (spin up / spin down): 4.2 / 4.3 eV
* energy relative to the best compared isomer or geometry (same formula, charge and spin): 0.0 kcal per mole
* expectation value of S²: 2.022
* highest occupied orbital energy (spin up / spin down): 0.1 / 0.0 eV
* spin multiplicity: 3
* net charge: -2

The geometry in XYZ format:
```
94
Properties=species:S:1:pos:R:3:forces:R:3:lowdin_spin:R:1
Ti -1.050997 -0.230222 0.828096 -0.4 0.0 0.2 0.9352
N -0.727555 -3.316618 -2.328976 0.0 -0.1 -0.1 0.0025
C -0.693841 -2.629403 -1.155594 0.1 0.0 0.0 0.0075
N -1.132612 -1.436722 -1.016805 0.0 -0.1 -0.2 0.0039
C -1.652090 -0.761888 -2.159567 0.0 0.0 0.1 0.0088
N -2.226533 0.392618 -1.939043 0.1 0.0 -0.1 0.0009
N -2.159120 0.765660 -0.680437 0.1 0.0 0.0 -0.0112
C -2.979478 1.818204 -0.274647 0.0 0.0 0.2 0.0034
C -3.314665 1.799260 1.047140 0.1 0.0 -0.1 -0.0001
C -4.199067 2.731547 1.705749 0.0 0.1 0.0 0.0026
C -4.550781 2.545273 3.001066 0.0 0.0 0.0 0.0005
C -4.037033 1.432464 3.731506 0.0 0.0 0.0 -0.0005
C -3.154035 0.606157 3.076374 0.0 0.0 0.0 0.0017
N -2.761632 0.753467 1.806555 0.1 0.0 0.0 -0.0032
C -1.541386 -1.361427 -3.457379 0.0 -0.1 -0.1 0.0014
C -1.865129 -0.721280 -4.660639 0.0 0.0 0.1 0.0049
C -1.749753 -1.381503 -5.876398 0.0 0.0 0.0 0.0004
C -1.299086 -2.692154 -5.933949 0.0 0.0 0.0 0.0056
C -0.957785 -3.344605 -4.747962 -0.1 -0.1 0.0 0.0012
C -1.070894 -2.688811 -3.539591 -0.1 0.0 0.1 0.0020
H -0.253092 -4.201351 -2.361178 0.0 0.0 0.0 0.0004
H -0.230774 -3.138809 -0.316265 -0.1 0.0 0.0 0.0058
H -3.398647 2.502798 -1.001415 0.0 0.0 0.0 0.0001
H -4.578635 3.571468 1.134224 0.0 0.0 0.0 0.0002
H -5.224392 3.247175 3.484020 0.0 0.0 0.0 0.0000
H -4.299248 1.253971 4.765022 0.0 0.0 0.0 0.0000
H -2.701285 -0.238548 3.587238 0.0 0.0 0.0 0.0001
H -2.211009 0.302819 -4.610277 0.0 0.0 0.0 0.0003
H -2.010070 -0.861678 -6.791313 0.0 0.0 0.0 -0.0001
H -1.207360 -3.206189 -6.882329 0.0 0.0 0.0 0.0005
H -0.597518 -4.368477 -4.766632 0.0 0.0 0.0 -0.0001
O 0.713933 -1.242709 1.219977 0.0 0.1 0.0 0.2191
N 0.637799 -2.496802 1.653395 -0.1 0.0 0.1 0.4731
N -0.640006 -2.750321 2.064169 0.1 0.0 0.0 0.0673
O -1.567236 -1.762199 2.017467 0.1 0.0 0.0 0.0223
C -1.006476 -3.988005 2.474809 0.0 0.0 0.0 0.0455
C -0.069081 -5.049509 2.526166 0.0 0.0 0.0 0.0501
C -0.477850 -6.302614 2.942766 0.0 0.0 0.0 0.0038
C -1.793686 -6.560036 3.319668 0.0 0.0 0.0 0.0615
C -2.711496 -5.508609 3.268366 0.0 0.0 0.0 0.0087
C -2.343490 -4.243997 2.857253 0.0 0.0 0.0 0.0339
H 0.955113 -4.856620 2.244016 0.0 0.0 0.0 0.0097
H 0.255614 -7.102440 2.976976 0.0 0.0 0.0 -0.0015
H -2.095825 -7.547991 3.644802 0.0 0.0 0.0 0.0050
H -3.743520 -5.681597 3.555839 0.0 0.0 0.0 -0.0009
H -3.053335 -3.431578 2.813233 0.0 0.0 0.0 0.0035
C -0.351377 5.896195 2.282461 0.0 -0.1 0.0 0.0000
O -0.148713 4.565814 1.821166 0.1 0.0 0.0 0.0002
C 0.483858 4.373383 0.666646 -0.1 0.1 0.0 -0.0001
S 1.056976 5.610835 -0.296686 0.0 0.0 0.1 0.0003
S 0.589171 2.723111 0.199229 0.2 0.0 0.1 0.0008
H -0.869145 5.785238 3.232677 0.0 0.0 0.0 0.0000
H -0.957637 6.457963 1.573052 0.0 0.0 0.0 0.0000
H 0.603747 6.404432 2.414571 0.0 0.0 0.0 0.0000
C 0.366716 0.655112 4.460449 0.0 0.0 0.0 0.0000
Ge 1.346323 1.466127 2.963264 0.0 -0.1 0.0 0.0010
C 2.136554 3.174784 3.596662 0.0 0.0 0.0 0.0000
C 2.885465 0.306188 2.576054 0.0 -0.1 0.0 0.0005
C 0.055787 1.707778 1.537712 -0.1 -0.1 -0.1 0.0041
H 1.001827 0.548897 5.343338 0.0 0.0 0.0 0.0000
H 0.020818 -0.336652 4.158608 0.0 0.0 0.0 -0.0002
H -0.510335 1.252380 4.718497 0.0 0.0 0.0 0.0000
H 3.010109 2.978674 4.224447 0.0 0.0 0.0 0.0000
H 1.409775 3.749011 4.174882 0.0 0.0 0.0 0.0000
H 2.456412 3.786843 2.749587 0.0 0.0 0.0 0.0000
H 3.757452 0.635956 3.148625 0.0 0.0 0.0 0.0002
H 3.129062 0.284249 1.514743 0.0 -0.1 0.1 0.0000
H 2.632618 -0.718422 2.847717 0.0 0.0 0.0 0.0011
H -0.844226 2.159310 1.957724 0.0 0.1 0.0 0.0029
C 1.128509 3.359664 -3.515512 0.0 0.0 0.0 0.0000
C 0.678045 1.952031 -3.203424 -0.1 -0.1 -0.1 0.0002
O 1.821380 1.166641 -2.836021 0.0 0.0 0.0 0.0027
P 1.622030 0.115133 -1.582739 0.1 0.1 0.0 0.0079
O 3.200933 0.113953 -1.117629 0.1 -0.1 -0.1 0.0010
C 3.830524 1.320632 -0.686119 -0.1 0.0 -0.1 0.0001
C 5.286899 1.010223 -0.421811 0.0 0.0 0.0 0.0000
O 1.636045 -1.326655 -2.342309 0.0 0.0 0.0 0.0009
C 2.567342 -1.669412 -3.367885 0.0 0.0 0.0 0.0003
C 1.998640 -1.404939 -4.749146 0.0 0.0 0.0 0.0001
H 0.275313 3.960196 -3.839758 0.0 0.0 0.0 0.0000
H 1.875550 3.357395 -4.313257 0.0 0.0 0.0 0.0000
H 1.558885 3.832075 -2.630634 -0.1 0.0 0.0 0.0000
H 0.204932 1.482574 -4.072841 0.0 0.0 0.0 0.0001
H -0.053403 1.949888 -2.391115 0.0 0.0 0.0 0.0001
H 3.347935 1.692921 0.219625 0.0 0.1 -0.1 0.0000
H 3.719891 2.087673 -1.456110 0.0 0.0 0.0 0.0000
H 5.373804 0.241303 0.347110 0.0 0.0 0.0 0.0000
H 5.805369 1.907435 -0.076728 0.0 0.0 0.0 0.0000
H 5.775800 0.650478 -1.329731 0.0 0.0 0.0 0.0000
H 2.777522 -2.734158 -3.240172 0.0 0.0 0.0 0.0001
H 3.500425 -1.125184 -3.213316 0.0 0.0 0.0 0.0001
H 1.023390 -1.881022 -4.864301 0.2 0.1 0.0 0.0000
H 2.673945 -1.808779 -5.509621 0.0 0.0 0.0 0.0000
H 1.884137 -0.335430 -4.917492 0.0 0.0 0.0 0.0000
```
Positions in Å, forces in eV/Å.

***

(2)
ORCA calculation (ωB97M-V with the def2-TZVPD basis set) on a structure of composition C32H44N4P2PdSi.

* LUMO energy (spin up / spin down): 0.16 / -0.80 eV
* HOMO-LUMO gap (spin up / spin down): 4.7 / 6.4 eV
* energy relative to the best compared isomer or geometry (same formula, charge and spin): 84.1 kcal per mole
* expectation value of S²: 2.025
* highest occupied orbital energy (spin up / spin down): -4.5 / -7.2 eV
* spin multiplicity: 3

The geometry in XYZ format:
```
84
Properties=species:S:1:pos:R:3:forces:R:3:lowdin_spin:R:1
Pd -0.306590 -0.736913 -0.553659 0.1 -1.5 1.5 0.6199
C 0.803976 3.242739 -3.023961 0.6 0.2 -0.1 0.0000
C 1.161187 3.446353 -1.750388 0.5 1.0 -0.8 0.0000
C 0.558361 4.557396 -0.928315 -0.2 0.0 0.3 0.0002
C -0.977767 4.608506 -1.052855 -1.0 0.6 0.3 0.0001
C -1.695739 3.264319 -1.118818 -0.8 0.2 -0.5 0.0000
C -1.767447 2.417872 -2.160820 -1.2 0.9 0.3 0.0004
C -1.615917 2.860266 -3.581107 0.8 -0.3 -0.4 0.0001
C -0.387312 3.777107 -3.767382 -0.3 0.5 -0.8 0.0000
C -2.330441 -3.231866 0.060047 -0.6 -0.7 -0.4 0.0551
H 1.451597 2.675715 -3.690798 -0.2 -0.4 0.6 0.0000
H 2.064113 2.977019 -1.337411 -0.4 0.3 -0.7 0.0001
H 0.959561 5.535899 -1.266874 -0.1 -0.5 0.1 0.0000
H 0.856740 4.499468 0.133038 -0.1 -0.2 -0.3 0.0002
H -1.380483 5.139861 -0.177892 0.1 -0.1 -0.1 0.0001
H -1.232370 5.259643 -1.899499 -0.1 -0.3 0.3 0.0000
H -2.342587 3.043110 -0.255992 0.8 -0.2 -0.2 0.0002
H -2.206367 1.429123 -2.038105 -0.2 0.5 0.1 0.0004
H -2.542099 3.371688 -3.921681 0.5 -0.2 0.3 0.0000
H -1.510237 1.978671 -4.231905 0.0 0.2 0.1 0.0001
H -0.140766 3.786164 -4.839597 0.0 0.0 0.2 0.0000
H -0.670087 4.817259 -3.551479 0.3 -0.4 0.1 0.0000
H -2.309574 -4.297894 -0.225461 0.0 0.2 0.2 0.0031
H -2.812845 -2.701108 -0.756086 -0.2 -0.2 0.0 0.0011
H -3.015613 -3.148498 0.916404 0.3 0.0 0.0 0.0012
P -1.376811 0.497180 0.984460 -0.7 -1.5 -1.1 0.1363
P 1.718840 0.232200 -0.004756 0.3 -1.7 -1.4 0.0794
N -2.969653 0.509517 0.134885 0.5 0.2 0.3 0.0259
N -1.850885 0.164702 2.601659 -1.0 0.5 0.5 0.0263
N 2.183374 0.314750 -1.713882 0.4 0.9 0.3 0.0065
N 3.276850 -0.180268 0.624270 0.4 0.4 0.8 0.0260
C -0.284194 1.948616 1.090424 0.0 1.3 0.2 0.0206
C 1.244789 1.730968 0.906106 0.4 0.5 0.4 0.0030
C -3.175726 -0.290975 -1.010855 -0.1 0.6 -0.3 0.0354
C -4.402286 0.017274 -1.561472 0.7 -0.4 0.7 0.0026
C -5.030863 0.952704 -0.682170 0.9 0.2 0.5 0.0015
C -4.129513 1.257017 0.327325 -0.3 -0.5 -0.7 0.0047
C -2.824620 -0.796462 2.933096 0.4 0.2 0.7 0.0029
C -3.142998 -0.673584 4.274911 0.7 0.3 -1.2 0.0056
C -2.405310 0.443419 4.790094 0.5 0.0 -0.9 0.0045
C -1.650160 0.955647 3.751307 -0.3 -0.5 0.3 0.0081
C 1.418357 -0.355493 -2.672137 0.6 0.7 -0.4 0.0392
C 1.915404 -0.054565 -3.922670 -0.2 0.0 0.8 0.0021
C 2.999987 0.863155 -3.743860 -0.1 -0.2 1.0 0.0026
C 3.173819 1.045039 -2.377561 -0.8 -0.6 -1.1 -0.0011
C 4.456191 0.573907 0.545616 0.2 -0.7 0.5 0.0054
C 5.444248 -0.069854 1.266737 -1.0 0.0 -0.2 0.0011
C 4.852339 -1.233199 1.859585 -1.2 0.4 -0.6 0.0003
C 3.516896 -1.263981 1.477479 0.7 0.6 -0.3 0.0084
H -0.497076 2.494409 2.015310 0.3 0.2 -0.2 0.0039
H -0.560331 2.617588 0.269407 -0.1 -0.5 0.4 0.0000
H 1.684344 2.585598 0.381655 -0.3 0.0 0.6 0.0016
H 1.731962 1.664385 1.888934 0.1 -0.2 -0.3 -0.0001
H -2.389837 -0.966518 -1.382896 -0.5 0.5 0.3 0.0264
H -4.780741 -0.403158 -2.492283 0.0 0.1 0.5 0.0001
H -6.032478 1.332645 -0.792498 0.0 0.2 0.1 0.0008
H -4.212664 1.907729 1.179899 -0.1 0.1 0.1 0.0001
H -3.196560 -1.463398 2.167536 0.1 0.0 0.2 0.0008
H -3.783300 -1.337057 4.830318 -0.1 0.1 -0.1 0.0003
H -2.406405 0.788791 5.815681 0.0 0.1 -0.2 0.0005
H -0.964591 1.789195 3.720599 -0.1 -0.2 0.2 0.0005
H 0.576990 -0.996666 -2.390212 0.3 -0.1 -0.3 0.0327
H 1.546372 -0.476887 -4.845103 0.0 0.1 0.0 0.0000
H 3.526003 1.379773 -4.533524 0.2 -0.2 0.1 0.0006
H 3.915505 1.609405 -1.843066 -0.1 0.1 -0.1 0.0001
H 4.483112 1.499518 -0.003873 0.1 -0.1 0.1 0.0001
H 6.473412 0.240249 1.364114 -0.1 0.1 0.0 0.0004
H 5.338969 -1.957646 2.485569 0.0 -0.1 0.1 0.0000
H 2.694385 -1.925316 1.709999 0.2 0.0 -0.1 0.0085
C 0.134377 -5.177582 3.168265 -0.1 0.0 0.3 0.0185
Si 0.946465 -4.745928 1.537212 -0.9 0.6 -0.2 0.0933
C 2.750555 -4.443727 1.916867 0.1 -0.1 -0.1 0.0068
C 0.778697 -6.296944 0.487399 0.1 0.0 -0.2 0.0149
C 0.084439 -3.272155 0.790217 0.7 -0.9 0.6 0.4608
C -0.945038 -2.712952 0.275968 0.0 0.1 -0.6 0.1885
H 0.388288 -6.210031 3.431202 0.0 0.1 0.1 0.0029
H -0.955301 -5.101723 3.129756 0.1 0.0 -0.1 0.0014
H 0.483832 -4.520793 3.969471 0.0 0.0 0.0 0.0009
H 3.235073 -5.404096 2.114702 0.0 0.0 0.0 0.0005
H 3.277077 -3.945836 1.101289 0.0 -0.2 0.0 0.0005
H 2.855652 -3.821479 2.809931 0.0 -0.1 0.0 0.0001
H -0.227577 -6.426656 0.071237 0.2 0.1 0.1 0.0014
H 1.488174 -6.307683 -0.348148 -0.1 -0.1 0.1 0.0006
H 0.988845 -7.154665 1.141069 0.0 0.1 -0.2 0.0024
```
Positions in Å, forces in eV/Å.

***

> What is the expectation value of S² in the first record?

2.022

***

> Among the records above, which one has the highest energy relative to the best compared isomer or geometry (same formula, charge and spin)?

C32H44N4P2PdSi

***

> Look up the spin multiplicity of the first one.

3